Density functional theory data (the ωB97M-V functional and the def2-TZVPD basis) for C5H5NO as an isolated structure.

```
! RIJCOSX wB97M-V def2-TZVPD def2/J DEFGRID3
* xyz 0 1
O -1.41 0.71 -0.01
N 2.48 -1.22 0.98
C -0.01 0.95 -0.30
C 0.33 -0.69 -0.40
C 0.53 2.09 -0.27
C 1.52 -0.99 0.37
C -0.94 -1.10 0.18
H 0.45 -0.94 -1.45
H -1.00 -1.29 1.25
H -1.72 -1.51 -0.44
H 1.51 2.52 -0.43
H -1.75 1.47 0.53
*
```

As for the energy above the lowest of the compared OMol25 structures with the same formula, charge and spin: 594.0 kJ/mol. The molar mass comes out at 95.1 g/mol. The value obtained for the HOMO-LUMO gap (alpha / beta) is 7.24 / 7.24 eV. The total energy is -8797.26296 eV.

Here are the Mulliken charges for atoms 1 to 5, given in e:
1. O -0.418
2. N -0.392
3. C 0.014
4. C 0.384
5. C -0.611

=====

Density functional theory data (the ωB97M-V functional and the def2-TZVPD basis) for a 2-piece molecular cluster, C5H11O3 overall.

```
! RIJCOSX wB97M-V def2-TZVPD def2/J DEFGRID3
* xyz -1 1
O 2.59 -2.23 -0.09
O 1.11 -1.05 1.14
O -1.39 -1.29 -0.32
C -2.05 -0.02 -0.22
C -1.19 0.90 0.64
C -2.24 0.57 -1.61
C 3.28 -0.14 0.75
C 2.23 -1.27 0.61
H -3.03 0.11 -2.18
H -0.46 -1.16 -0.05
H -1.60 1.91 0.70
H -1.28 0.48 -2.13
H 3.10 0.52 -0.10
H -2.44 1.64 -1.53
H 4.28 -0.57 0.64
H -2.98 -0.23 0.30
H -0.94 0.46 1.60
H 3.22 0.42 1.69
H -0.21 0.96 0.15
*
```

As for the energy above the lowest of the compared OMol25 structures with the same formula, charge and spin: 43.3 kJ/mol. The molar mass comes out at 119.1 g/mol. The value obtained for the HOMO-LUMO gap is 8.09 eV. The total energy is -11507.61842 eV.

Here are the Mulliken charges for atoms 1 to 5, given in e:
1. O -0.707
2. O -0.760
3. O -0.550
4. C 0.434
5. C -1.193

=====

Density functional theory data (the ωB97M-V functional and the def2-TZVPD basis) for a 2-piece molecular cluster, CH2OS3 overall.

```
! RIJCOSX wB97M-V def2-TZVPD def2/J DEFGRID3
* xyz 0 1
S 0.83 -2.12 -0.54
S 2.14 0.42 0.67
S -1.58 0.75 0.17
O -0.82 -0.23 0.93
C 1.40 -0.82 0.09
H -1.50 0.26 -1.11
H -0.48 1.74 -0.23
*
```

As for the energy above the lowest of the compared OMol25 structures with the same formula, charge and spin: 73.0 kJ/mol. The molar mass comes out at 126.2 g/mol. The value obtained for the HOMO-LUMO gap is 9.32 eV. The total energy is -35620.27880 eV.

Here are the Mulliken charges for atoms 1 to 5, given in e:
1. S -0.226
2. S -0.242
3. S 0.196
4. O -0.473
5. C 0.442

=====

Density functional theory data (the ωB97M-V functional and the def2-TZVPD basis) for a 5-piece molecular cluster, C24H60ClN4O12 overall.

```
! RIJCOSX wB97M-V def2-TZVPD def2/J DEFGRID3
* xyz -1 1
Cl -0.42 1.42 -1.18
O -1.46 0.51 -0.75
O 6.76 -1.26 -0.73
O 2.55 1.21 4.73
O -0.09 1.11 -2.56
O 0.73 1.30 -0.31
O -1.79 -4.75 3.02
O 0.07 -2.31 -0.36
O 6.44 -0.86 3.62
O -3.09 2.25 3.82
O -7.69 2.28 -7.43
O -3.83 3.40 -5.03
O -0.89 2.79 -1.10
N -0.73 0.58 3.08
N 4.88 -0.97 1.36
N -5.04 2.85 -7.64
N 0.62 -3.31 2.36
C 0.43 -4.74 2.25
C -3.13 3.41 -6.24
C 1.60 -2.82 1.39
C 1.22 -3.02 -0.03
C -7.16 2.39 -8.74
C -2.73 -5.48 3.73
C 7.52 -2.24 -1.33
C -1.08 1.92 2.55
C -1.83 2.83 3.49
C -3.57 2.59 5.07
C 5.36 -1.44 -0.98
C -2.96 3.22 -3.96
C -5.94 3.26 -8.70
C 6.84 -1.31 4.88
C 1.15 1.34 4.47
C -4.10 3.90 -7.28
C 0.68 0.44 3.34
C -0.51 -5.26 3.28
C -8.54 1.19 -7.26
C 4.58 -0.59 -0.02
C 2.96 2.13 5.71
C -0.15 -2.42 -1.75
C 4.81 0.13 2.29
C 5.12 -0.35 3.65
H -2.79 2.52 5.85
H 5.13 -1.12 -2.01
H -1.16 0.49 4.01
H 5.10 -2.50 -0.88
H -8.18 0.29 -7.79
H -2.26 4.05 -3.86
H -0.19 2.39 2.10
H -6.91 1.39 -9.15
H 3.82 0.57 2.32
H -2.82 2.38 -6.47
H 1.24 0.65 2.42
H -7.92 2.83 -9.41
H 0.05 -4.98 1.25
H 7.61 -2.06 4.74
H -3.60 4.27 -8.18
H 3.52 -0.71 -0.21
H 5.05 0.48 4.38
H 1.09 -3.15 3.26
H 8.55 -2.16 -0.99
H 0.49 -1.70 -2.28
H 2.07 -2.72 -0.67
H 7.19 -0.46 5.48
H 1.08 -4.10 -0.25
H 4.82 0.47 -0.18
H -5.55 2.60 -6.81
H 5.98 -1.77 5.40
H 7.51 -2.17 -2.43
H 0.87 2.38 4.26
H -1.98 3.80 2.99
H 4.05 2.12 5.73
H -1.68 1.74 1.65
H 2.56 3.13 5.53
H -3.51 3.04 -3.05
H -1.27 3.01 4.42
H -4.31 1.83 5.38
H -4.65 4.75 -6.83
H -2.28 4.09 -6.15
H -3.71 -5.10 3.49
H 2.57 -3.31 1.58
H 5.81 -1.37 1.41
H -8.61 0.95 -6.21
H 4.40 -1.11 4.00
H -2.57 -5.37 4.82
H 1.39 -5.31 2.32
H 0.89 -0.59 3.62
H -4.03 3.58 5.10
H -0.24 -4.85 4.27
H -2.69 -6.55 3.47
H -5.41 3.22 -9.66
H -0.57 -6.35 3.32
H -1.18 -2.16 -1.96
H 0.07 -3.43 -2.12
H 1.79 -1.76 1.55
H -2.34 2.31 -4.09
H -9.55 1.39 -7.67
H 7.17 -3.26 -1.06
H -6.26 4.31 -8.53
H 2.61 1.82 6.71
H 5.52 0.93 2.03
H 0.61 1.03 5.39
*
```

As for the energy above the lowest of the compared OMol25 structures with the same formula, charge and spin: 54.6 kJ/mol. The molar mass comes out at 632.2 g/mol. The value obtained for the HOMO-LUMO gap is 8.37 eV. The total energy is -68902.82981 eV.

Here are the Mulliken charges for atoms 1 to 5, given in e:
1. Cl 1.716
2. O -0.648
3. O -0.291
4. O -0.106
5. O -0.718